{"formula": "C28H47Cl2FN2O6P2S2", "method": "ωB97M-V/def2-TZVPD", "species": ["C", "C", "C", "F", "C", "C", "P", "O", "O", "S", "C", "C", "C", "C", "C", "C", "C", "C", "C", "C", "P", "O", "Cl", "N", "C", "C", "C", "C", "S", "O", "O", "Cl", "H", "H", "H", "H", "H", "H", "H", "H", "H", "H", "H", "H", "H", "H", "H", "H", "H", "H", "H", "H", "H", "H", "H", "H", "H", "H", "H", "H", "H", "C", "C", "C", "C", "C", "C", "N", "O", "C", "C", "C", "H", "H", "H", "H", "H", "H", "H", "H", "H", "H", "H", "H", "H", "H", "H", "H", "H", "H"], "coordinates": [[1.7952, 2.8784, 2.4195], [2.3575, 2.4088, 0.9158], [1.9475, 0.8719, 0.5230], [0.8758, 0.4598, 1.5046], [1.2880, 0.6912, -0.9752], [-0.1161, 1.4693, -1.3006], [-1.7897, 0.7540, -0.7399], [-2.9463, 0.6609, -2.0398], [-2.4766, 1.8761, 0.4487], [-1.7170, -0.9806, 0.1302], [-0.0155, 1.6199, -2.9392], [-0.2473, 3.1910, -3.4646], [0.6559, 4.2883, -2.6364], [-0.1697, 5.0912, -1.4529], [0.5138, 6.3427, -0.5779], [-0.3112, 7.1182, 0.6527], [-1.8494, 6.6925, 1.0345], [-2.5590, 5.4693, 0.1983], [-1.7304, 4.6914, -1.0049], [1.5161, 1.0383, -3.2764], [1.9603, 1.1478, -5.1290], [2.8490, -0.2919, -5.6718], [0.1028, 0.9704, -6.2316], [2.2430, 0.5625, -2.1813], [3.6495, 0.0102, -2.2567], [4.7614, 0.8914, -1.3829], [4.7360, 2.5066, -1.7611], [6.2526, 3.0795, -2.1723], [6.1896, 4.1050, -3.7751], [7.6668, 4.1245, -4.3221], [5.8071, 5.5997, -3.5105], [4.9783, 3.1837, -5.2082], [2.4160, 3.8086, 2.8369], [1.9194, 2.0339, 3.2314], [0.6966, 3.2657, 2.2874], [2.1020, 3.2163, 0.1075], [3.5452, 2.4119, 1.0376], [2.8232, 0.1115, 0.6724], [0.9158, -0.4420, -0.9117], [-0.0207, 2.4335, -0.6262], [-3.8404, 0.5203, -1.5662], [-3.2583, 2.3516, 0.0388], [-0.8449, 1.0428, -3.5507], [0.0933, 3.2908, -4.6046], [-1.4115, 3.4469, -3.4816], [1.6590, 3.8289, -2.1874], [1.0312, 5.1017, -3.4254], [1.6150, 6.7253, -0.7529], [0.1927, 7.9817, 1.2840], [-2.4203, 7.2314, 1.9033], [-3.6688, 5.1052, 0.4454], [-2.3228, 3.8011, -1.5330], [3.3174, -0.0445, -6.5353], [4.0392, 0.0749, -3.3830], [3.7016, -1.1526, -1.9932], [4.7251, 0.6774, -0.2330], [5.8207, 0.4862, -1.7559], [4.4236, 3.1583, -0.8126], [3.9232, 2.7694, -2.5877], [6.6256, 3.8450, -1.3361], [7.0568, 2.2291, -2.2127], [-4.1235, -4.1400, 4.5689], [-2.8627, -4.6152, 3.8137], [-2.3858, -5.9721, 4.3946], [-3.2746, -7.1680, 4.0703], [-4.0445, -7.0245, 2.7634], [-3.4226, -6.0338, 1.7461], [-3.2858, -4.7225, 2.4048], [-2.7562, -3.7465, 1.5736], [-4.4429, -5.9077, 0.5822], [-2.1146, -6.6271, 1.1748], [-1.7264, -3.5991, 4.1266], [-4.4590, -3.1638, 4.2041], [-3.9304, -4.0383, 5.6440], [-4.9592, -4.8360, 4.4526], [-1.3753, -6.1883, 4.0262], [-2.2803, -5.9023, 5.4876], [-2.6505, -8.0698, 4.0360], [-3.9890, -7.3311, 4.8858], [-4.1669, -8.0174, 2.3109], [-5.0625, -6.6940, 3.0071], [-5.3775, -5.4474, 0.9252], [-4.6947, -6.8934, 0.1714], [-4.0535, -5.3034, -0.2457], [-2.3088, -7.5969, 0.6981], [-1.3498, -6.7944, 1.9389], [-1.6751, -5.9810, 0.4074], [-1.5273, -3.5571, 5.2055], [-1.9850, -2.5801, 3.8190], [-0.7882, -3.8814, 3.6344]], "lumo_ev": -2.832, "orbital_gap_ha": 0.0594, "charge": 0}



{"formula": "C5H14N2O", "method": "ωB97M-V/def2-TZVPD", "species": ["N", "C", "C", "C", "C", "C", "N", "H", "H", "H", "H", "H", "H", "H", "H", "H", "H", "H", "H", "H", "H", "O"], "coordinates": [[1.7490, 0.2924, -1.1746], [0.6560, 1.0812, -1.8023], [-0.4352, 1.2641, -0.7222], [0.3640, 1.1153, 0.5670], [1.3580, -0.0157, 0.2164], [0.7063, -1.4043, 0.2081], [-0.1674, -1.5909, 1.3909], [2.5929, 0.8312, -1.2488], [1.0756, 2.0510, -2.0750], [0.2658, 0.5924, -2.6927], [-1.1939, 0.4996, -0.8183], [-0.8145, 2.2819, -0.8123], [0.8493, 2.0633, 0.8082], [-0.2135, 0.8554, 1.4558], [2.2308, 0.0920, 0.8546], [0.1376, -1.5659, -0.7106], [1.5323, -2.1143, 0.1537], [-0.2877, -2.5913, 1.5268], [-1.1059, -1.3221, 1.0856], [-2.9180, -0.2236, 1.8153], [-4.0813, -0.6218, 1.0325], [-3.1337, -0.4874, 0.9171]], "de_lowest_kj_mol": 159.6, "lumo_ev": 0.642, "smiles": "NC[C@@H]1CCCN1.O", "orbital_gap_ha": 0.3344, "charge": 0}



{"formula": "C24H43NOsP2", "method": "ωB97M-V/def2-TZVPD", "species": ["P", "P", "C", "C", "H", "H", "H", "H", "C", "H", "H", "H", "C", "H", "H", "H", "C", "H", "H", "H", "C", "H", "H", "H", "Os", "C", "C", "C", "C", "C", "C", "C", "C", "C", "H", "H", "H", "H", "H", "H", "H", "H", "H", "H", "H", "H", "H", "H", "H", "C", "N", "C", "C", "C", "C", "C", "C", "C", "C", "H", "H", "H", "H", "H", "H", "H", "H", "H", "H", "H", "H"], "coordinates": [[-0.7892, -2.5029, -1.5173], [0.2507, 1.1068, -3.1343], [-0.8993, -1.5576, -3.1070], [0.2231, -0.6278, -3.6503], [-1.8741, -1.0445, -3.1114], [-0.9806, -2.3620, -3.8619], [1.2353, -1.0588, -3.5425], [0.0558, -0.5355, -4.7419], [-1.0360, 2.0465, -4.0028], [-1.2819, 2.9637, -3.4472], [-1.9433, 1.4403, -4.1486], [-0.6270, 2.3194, -4.9891], [1.7810, 1.8429, -3.7991], [1.6388, 2.0638, -4.8658], [2.6229, 1.1480, -3.6663], [2.0036, 2.7790, -3.2652], [-2.0013, -3.7900, -2.0292], [-2.2880, -4.4174, -1.1751], [-1.5034, -4.3673, -2.8107], [-2.9046, -3.2974, -2.4119], [0.9138, -3.1319, -1.7051], [1.5658, -2.2676, -1.8681], [0.9233, -3.8033, -2.5667], [1.2380, -3.6513, -0.7997], [-1.3619, -2.5082, 0.4916], [0.1693, 3.3096, -0.8938], [-1.1834, 3.3458, -0.3074], [-2.0405, 2.1921, -0.5876], [-1.0434, 1.0747, -1.0474], [0.2566, 1.8134, -1.4368], [1.5592, 1.2590, -1.0283], [2.3741, 2.1891, -0.2432], [1.3248, 3.2904, 0.1666], [-0.1261, -3.3403, 1.8464], [0.3566, 4.0373, -1.7161], [-1.5163, 4.1841, 0.3094], [-2.7578, 2.3862, -1.4233], [-2.5921, 1.8042, 0.2845], [-0.7814, 0.3247, -0.2854], [-1.5531, 0.5238, -1.8615], [-1.3056, -4.1329, 0.4916], [1.8136, 0.2248, -1.2082], [3.2548, 2.5896, -0.7604], [2.7245, 1.6515, 0.6392], [0.8668, 2.9335, 1.1036], [1.7791, 4.2711, 0.3243], [0.2501, -2.6575, 2.6181], [0.6794, -3.9042, 1.3503], [-0.8528, -4.0362, 2.3127], [1.2205, -0.0921, 5.0401], [1.5525, -0.8586, 3.8590], [2.8926, -1.4069, 3.9116], [1.1514, -0.3449, 2.5503], [-0.3131, -0.0062, 2.4314], [-0.7125, 1.1869, 3.0468], [-2.0495, 1.4625, 3.2930], [-3.0162, 0.5541, 2.8682], [-2.6456, -0.5678, 2.1115], [-1.3099, -0.8340, 1.8260], [1.6844, -0.6071, 5.8918], [0.1391, -0.0489, 5.2018], [1.6171, 0.9399, 5.0206], [2.9658, -2.2785, 3.2489], [3.6734, -0.6814, 3.6154], [3.0918, -1.7203, 4.9437], [1.7487, 0.5666, 2.3151], [1.4238, -1.0919, 1.7930], [0.0532, 1.8886, 3.4059], [-2.3198, 2.3759, 3.8351], [-4.0646, 0.7185, 3.1216], [-3.4010, -1.2750, 1.7470]], "de_lowest_kj_mol": 0.0, "lumo_ev": [-5.795, -8.853], "orbital_gap_ha": [0.2342, 0.1544], "spin_multiplicity": 5, "charge": 2}



Which of these has the highest charge?
C24H43NOsP2



Look up the charge of the third one.
+2